{"formula": "C12H28IN2NiO2Se2", "method": "ωB97M-V/def2-TZVPD", "s_squared": 2.017, "relative_energy_ev": 2.915, "spin_multiplicity": 3, "e_homo_ev": [-2.881, -3.404], "charge": -1, "species": ["Ni", "O", "C", "C", "C", "O", "C", "Se", "C", "Se", "H", "H", "H", "H", "H", "H", "H", "H", "H", "H", "C", "N", "C", "C", "C", "N", "C", "C", "H", "H", "H", "H", "H", "H", "H", "H", "H", "H", "H", "H", "H", "H", "H", "H", "I", "C", "H", "H"], "coordinates": [[0.07, -0.04, -0.11], [-0.35, 6.37, 1.20], [-1.68, 5.90, 0.88], [-1.69, 4.38, 0.59], [-1.54, 3.59, 1.90], [-0.60, 4.11, 2.84], [-0.52, 4.08, -0.36], [-0.45, 2.24, -1.12], [-3.01, 4.08, -0.05], [-2.79, 1.35, -0.59], [-0.42, 7.27, 1.53], [-2.04, 6.42, -0.01], [-2.36, 6.10, 1.71], [-1.26, 2.56, 1.64], [-2.52, 3.54, 2.40], [-0.12, 4.83, 2.41], [0.43, 4.25, 0.15], [-0.57, 4.75, -1.21], [-3.13, 4.48, -1.06], [-3.89, 4.19, 0.58], [2.68, 1.28, 0.68], [2.23, 0.15, -0.12], [2.62, 0.37, -1.51], [2.81, -1.10, 0.39], [2.08, -2.32, -0.14], [0.65, -2.26, 0.15], [-0.08, -3.21, -0.67], [0.38, -2.52, 1.56], [3.78, 1.40, 0.63], [2.39, 1.14, 1.72], [2.21, 2.19, 0.31], [3.72, 0.47, -1.60], [2.15, 1.28, -1.88], [2.29, -0.46, -2.14], [2.75, -1.08, 1.48], [3.88, -1.17, 0.13], [2.53, -3.23, 0.30], [2.21, -2.39, -1.22], [0.26, -4.24, -0.49], [0.06, -2.96, -1.73], [-1.14, -3.14, -0.44], [0.79, -3.50, 1.87], [-0.69, -2.51, 1.72], [0.82, -1.74, 2.19], [-5.27, 0.63, 0.32], [-1.92, -0.38, -0.11], [-2.23, -1.07, -0.90], [-2.38, -0.70, 0.82]], "nbo_charge": [0.596, -0.754, -0.056, -0.220, -0.060, -0.760, -0.535, -0.236, -0.321, 0.188, 0.470, 0.165, 0.171, 0.199, 0.169, 0.481, 0.208, 0.201, 0.169, 0.181, -0.415, -0.475, -0.430, -0.226, -0.227, -0.457, -0.409, -0.423, 0.158, 0.209, 0.232, 0.158, 0.243, 0.202, 0.202, 0.175, 0.171, 0.200, 0.157, 0.205, 0.228, 0.157, 0.230, 0.205, -0.554, -1.133, 0.173, 0.191]}